Entry 1:
26
Properties=species:S:1:pos:R:3 method="wB97M-V/def2-TZVPD" energy_ha=-556.19729 total_charge=+1 homo_lumo_gap_ha="0.269 / 0.269" multiplicity=1
C 2.721 -1.206 1.838
C 2.727 -1.221 0.478
C 1.678 -0.538 2.516
C 1.790 -0.581 -0.304
C 0.819 0.124 1.645
C -2.217 -0.042 -2.215
C -1.102 1.773 0.335
C 0.029 0.971 -0.405
C -1.457 -0.697 -1.193
N 0.886 0.189 0.299
O -2.013 0.897 0.931
O -0.521 -1.507 -1.519
H 3.567 -1.469 2.479
H 3.483 -1.751 -0.047
H 1.532 -0.457 3.574
H 2.029 -0.586 -1.346
H 0.002 0.685 2.033
H -2.420 1.019 -1.818
H -1.764 0.013 -3.220
H -3.274 -0.391 -2.414
H -0.897 2.568 0.998
H -1.703 2.232 -0.426
H 0.332 1.009 -1.477
H -1.841 -0.835 -0.103
H -2.186 1.286 1.791
H -0.198 -1.486 -2.430

=====

Entry 2:
27
Properties=species:S:1:pos:R:3 method="wB97M-V/def2-TZVPD" energy_ha=-631.35464 total_charge=+1 homo_lumo_gap_ha="0.272 / 0.238" multiplicity=1
C -2.010 0.694 0.067
C -2.235 -0.699 0.383
C -3.248 1.170 -0.386
C -3.434 -0.999 -0.047
C -0.671 1.443 0.260
C 0.501 -0.886 0.267
C 0.761 -1.961 -0.767
C 1.040 -0.971 1.724
C 1.763 1.164 -0.225
N 0.403 0.521 -0.256
O -4.117 0.123 -0.483
O -3.690 2.349 -0.607
O -4.068 -2.148 -0.135
H -0.589 2.244 -0.484
H -0.449 1.788 1.265
H -0.235 -2.483 -0.877
H 1.405 -2.897 -0.491
H 1.141 -1.698 -1.794
H 0.705 -0.226 2.491
H 2.139 -0.973 1.843
H 0.647 -1.967 2.047
H 2.277 0.613 -0.999
H 1.685 2.309 -0.413
H 2.341 1.042 0.657
H 0.134 0.387 -1.265
H -4.611 2.459 -0.615
H -4.963 -1.854 -0.493

=====

Entry 3:
25
Properties=species:S:1:pos:R:3 method="wB97M-V/def2-TZVPD" energy_ha=-803.83157 total_charge=+1 homo_lumo_gap_ha=0.309 multiplicity=1
C -1.238 3.149 -1.124
C -0.243 3.157 -2.070
C -1.267 2.030 -0.270
C -0.298 1.189 -0.583
C 0.337 -1.407 1.634
C -0.019 -2.127 0.414
C 0.627 -0.749 0.346
C -2.174 1.906 0.870
C 0.862 -3.344 -0.053
N 1.990 -0.728 -0.113
S 0.664 1.682 -1.964
H -1.973 3.990 -0.923
H -0.101 3.712 -2.933
H -0.462 -0.961 2.225
H 1.181 -1.854 2.192
H -0.993 -2.176 -0.083
H -2.519 2.816 1.132
H -3.020 1.164 0.678
H -1.679 1.564 1.715
H 1.528 -3.696 0.839
H 1.424 -2.889 -0.896
H 0.339 -4.141 -0.440
H 2.515 -0.016 0.301
H 2.211 -0.665 -1.146
H 2.307 -1.607 0.253

=====

Energy above the lowest of the compared OMol25 structures with the same formula, charge and spin values (in kcal per mole) by entry order: 56.0 136.3 111.3.
Max |F| values (in eV/Å) by entry order: 3.95 4.01 4.96.